# 1
13
Properties=species:S:1:pos:R:3 method="wB97M-V/def2-TZVPD" e_above_lowest_ev=2.9743 energy_ev=-6785.5383 smiles=CC#C[C@H]1CN1 largest_force_ha_per_bohr=0.011 homo_lumo_gap_ev=10.0
C -2.6757 0.2260 0.0984
C -1.3280 -0.1713 -0.3145
C -0.1514 -0.2859 -0.5597
C 1.2717 -0.0497 -0.7339
C 1.9900 0.2486 0.5377
N 2.3424 -0.9199 -0.2483
H -3.3805 0.3094 -0.7341
H -2.5818 1.2160 0.5558
H -3.1125 -0.4429 0.8451
H 1.5203 0.4773 -1.6535
H 1.3784 0.1259 1.4309
H 2.7206 1.0491 0.6090
H 2.0065 -1.7826 0.1670

=====

# 2
138
Properties=species:S:1:pos:R:3 method="wB97M-V/def2-TZVPD" energy_ev=-149640.5825 smiles="CCOCCOCCOC[PH](C[C@H](O)CN)(C[C@H](O)C(F)(F)F)C(=O)NC(=O)F.O=C1OC[C@@H](F)O1.O=C1OC[C@@H](F)O1.O=C1OC[C@@H](F)O1.O=C1OC[C@@H](F)O1.O=C1OC[C@@H](F)O1.O=C1OC[C@@H](F)O1.O=C1OC[C@@H](F)O1.O=C1OC[C@@H](F)O1" largest_force_ha_per_bohr=0.194 homo_lumo_gap_ev=8.7
C -1.4266 4.1057 0.0725
C -1.4440 2.5370 0.6042
O -1.4276 1.6881 -0.5979
C -1.4763 0.2431 -0.2411
C -0.4427 -0.5168 -1.2978
O -0.6745 -1.9684 -1.4097
C -0.2313 -2.4748 -2.7459
C 0.5092 -3.9689 -2.6303
O -0.4624 -4.8320 -1.9043
C -0.2407 -6.2675 -2.2886
P -0.6036 -7.4535 -0.7819
C 1.2202 -7.1347 -0.2512
C 2.3365 -8.0351 -1.0397
O 2.7903 -9.2412 -0.3335
C 3.6924 -7.0624 -1.1683
N 3.6838 -6.1862 -2.4008
C -1.2843 -8.6908 -1.9898
C -1.3463 -10.2742 -1.7046
O -2.4213 -10.7336 -0.7628
C 0.0875 -11.0585 -1.4829
F -0.1956 -12.4828 -1.9129
F 0.5323 -11.1711 -0.0802
F 1.1534 -10.6046 -2.4369
C -1.0739 -8.3543 0.8055
O -0.2845 -8.9482 1.7028
N -2.5735 -8.3605 1.1770
C -2.8659 -9.3438 2.2826
O -3.1483 -8.8151 3.5012
F -2.9127 -10.8193 2.1824
H -1.9793 4.1640 -0.9729
H -0.3286 4.5074 -0.1009
H -1.9596 4.8580 0.7943
H -0.4742 2.4117 1.2712
H -2.3840 2.3920 1.2963
H -1.1703 0.0789 0.8781
H -2.5999 -0.0845 -0.3998
H 0.6535 -0.3946 -0.8427
H -0.5401 0.0582 -2.3184
H 0.4227 -1.6865 -3.3162
H -1.2174 -2.6780 -3.3841
H 0.8100 -4.3858 -3.6869
H 1.4731 -3.7764 -1.9593
H -1.0194 -6.4377 -3.1777
H 0.8307 -6.4153 -2.7332
H -1.5142 -6.3788 -0.3401
H 1.3720 -7.1124 0.9325
H 1.4405 -6.0062 -0.5782
H 1.9761 -8.2028 -2.1397
H 3.2486 -9.8898 -0.9494
H 3.9202 -6.4825 -0.1599
H 4.6049 -7.8199 -1.2993
H 3.2905 -5.2682 -2.0980
H 3.0664 -6.5930 -3.1371
H -2.3903 -8.3558 -2.2971
H -0.6703 -8.5741 -3.0109
H -1.7317 -10.7432 -2.7405
H -2.2332 -11.7163 -0.5617
H -3.1676 -8.4900 0.3318
O 0.7618 0.5827 1.7756
C 1.9227 0.7414 1.4365
O 2.5474 0.0024 0.4695
C 3.8243 0.5806 0.2876
C 4.0522 1.2763 1.5860
F 4.8020 2.3878 1.4125
O 2.7576 1.6711 1.9799
H 3.7927 1.2701 -0.5626
H 4.5775 -0.1867 0.0891
H 4.4964 0.6440 2.3621
O 6.5551 5.2379 0.6704
C 6.3708 5.5904 1.8235
O 7.3352 5.5759 2.7936
C 6.7609 6.1772 3.9367
C 5.3015 5.9796 3.7072
F 4.5873 6.9956 4.2414
O 5.1775 6.0392 2.3044
H 7.0449 7.2343 3.9720
H 7.1077 5.6901 4.8520
H 4.9158 5.0211 4.0705
O -2.0389 7.1103 -1.8665
C -3.1952 7.1869 -1.4857
O -4.0713 8.1591 -1.8842
C -5.3253 7.8189 -1.3279
C -4.9433 6.9649 -0.1675
F -5.8842 6.0234 0.0689
O -3.7694 6.3194 -0.6058
H -5.9189 7.2795 -2.0736
H -5.8746 8.7137 -1.0228
H -4.7353 7.5233 0.7515
O -0.7836 -8.1048 -5.5638
C -0.8353 -9.2846 -5.8692
O 0.2518 -10.1139 -5.9141
C -0.2457 -11.4105 -6.1770
C -1.5542 -11.1280 -6.8325
F -2.4532 -12.0983 -6.5527
O -1.9816 -9.9353 -6.2147
H -0.3536 -11.9560 -5.2335
H 0.4341 -11.9667 -6.8280
H -1.4908 -10.9794 -7.9157
O -5.3715 4.8485 -3.9796
C -4.5091 5.3091 -4.7089
O -3.4248 4.6043 -5.1550
C -2.7501 5.4456 -6.0687
C -3.1936 6.8042 -5.6454
F -3.2545 7.6432 -6.7038
O -4.5040 6.5905 -5.1722
H -3.0614 5.1970 -7.0889
H -1.6668 5.3189 -5.9919
H -2.5834 7.2485 -4.8519
O -4.6058 9.6962 2.3991
C -4.0747 8.9516 3.2061
O -3.9414 7.6012 3.0319
C -3.1640 7.1336 4.1159
C -3.3871 8.1833 5.1503
F -2.2955 8.3271 5.9348
O -3.5489 9.3619 4.3943
H -2.1162 7.0602 3.8059
H -3.5026 6.1473 4.4444
H -4.2741 8.0198 5.7717
O -0.4932 15.2852 3.6010
C -1.1812 14.2877 3.7405
O -0.7513 13.0161 3.4765
C -1.7896 12.1499 3.8883
C -2.9879 13.0349 3.8381
F -3.8894 12.6800 4.7810
O -2.4740 14.3046 4.1707
H -1.5765 11.7822 4.8976
H -1.8765 11.2936 3.2140
H -3.4724 13.0793 2.8569
O 6.2994 -0.6955 3.2319
C 6.1151 -0.3430 4.3850
O 7.0795 -0.3575 5.3551
C 6.5052 0.2438 6.4982
C 5.0458 0.0462 6.2687
F 4.3317 1.0622 6.8029
O 4.9218 0.1058 4.8658
H 6.7892 1.3009 6.5335
H 6.8521 -0.2433 7.4135
H 4.6601 -0.9123 6.6320

=====

# 3
57
Properties=species:S:1:pos:R:3 method="wB97M-V/def2-TZVPD" e_above_lowest_ev=2.4231 energy_ev=-307258.2640 largest_force_ha_per_bohr=0.014 homo_lumo_gap_ev=6.7
Pb -0.2409 0.3754 -0.5656
N 1.1796 1.7469 1.2257
C 0.5675 2.1753 2.4904
C -0.8027 2.8270 2.2671
N -1.7194 1.9686 1.5419
C -2.5681 1.0546 2.2827
C -1.9184 -0.3145 2.5135
N -1.5442 -0.9739 1.2509
H 1.9687 1.1357 1.3925
H 1.5052 2.5443 0.6877
H 1.1982 2.8840 3.0392
H 0.4514 1.2926 3.1185
H -0.6489 3.7311 1.6719
H -1.2093 3.1408 3.2396
H -2.2726 2.5024 0.8781
H -3.4786 0.9033 1.6967
H -2.8629 1.4675 3.2583
H -2.6106 -0.9253 3.1041
H -1.0107 -0.1953 3.1038
H -2.3684 -1.2764 0.7411
H -0.9680 -1.7869 1.4343
Se -0.9322 1.0417 -5.3894
Sb 0.0843 3.1154 -4.8156
Se -2.8950 2.3885 -2.1666
Se 0.8862 2.8430 -2.2426
Se -1.2684 3.8733 -2.5308
C 0.8279 -2.6281 2.5421
N 1.6665 -1.7118 1.7867
C 2.4733 -0.9201 2.7018
C 2.5012 -2.4262 0.8160
C 2.2774 -2.1455 -0.6669
C 3.0188 -2.9817 -1.5097
C 2.9620 -2.8629 -2.8853
C 2.1518 -1.8814 -3.4405
C 1.4181 -1.0619 -2.6009
C 1.4437 -1.1610 -1.1989
H 1.4151 -3.3069 3.1813
H 0.2402 -3.2453 1.8596
H 0.1492 -2.0678 3.1908
H 3.1004 -1.5444 3.3586
H 1.8275 -0.3114 3.3398
H 3.1405 -0.2657 2.1390
H 2.3815 -3.5049 0.9648
H 3.5561 -2.2189 1.0265
H 3.6536 -3.7445 -1.0653
H 3.5399 -3.5285 -3.5142
H 2.0869 -1.7608 -4.5153
H 0.7876 -0.3088 -3.0770
I -3.0525 -5.2090 -3.0414
C -2.6177 -3.1970 -2.7798
C -3.0942 -2.1265 -3.5079
N -2.5554 -1.0299 -2.9546
N -1.7576 -1.3181 -1.9311
C -1.7803 -2.6387 -1.8059
H -3.7483 -2.0878 -4.3618
H -2.6364 -0.0668 -3.2789
H -1.1737 -3.1359 -1.0655

=====

# 4
25
Properties=species:S:1:pos:R:3 method="wB97M-V/def2-TZVPD" e_above_lowest_ev=6.1467 energy_ev=-26961.2364 smiles="[O-][N+](O[C@H]1C=CC=CC1=S)=C1CCC1" largest_force_ha_per_bohr=0.124 homo_lumo_gap_ev="7.5 / 7.5"
O -0.4054 0.1827 1.8209
N -0.8268 0.3807 0.7169
O 0.2810 0.4709 -0.4029
C 1.4299 0.0057 0.1564
C 1.6055 -1.5226 -0.0433
C 2.7817 -2.1517 -0.0905
C 3.9536 -1.3928 -0.0082
C 3.8985 -0.0362 -0.0519
C 2.7139 0.7033 -0.1045
S 2.7831 2.3452 -0.2642
C -1.9894 0.5858 0.2688
C -2.5047 0.7848 -1.1181
C -3.9500 0.9794 -0.5208
C -3.3996 0.6244 0.8635
H 1.4767 -0.0826 1.2687
H 0.7857 -2.1666 -0.1015
H 2.6079 -3.2599 -0.1924
H 4.8125 -2.0118 -0.0015
H 4.8775 0.3928 0.0307
H -2.2177 0.0604 -1.7505
H -2.2991 1.7988 -1.6157
H -4.5175 1.8488 -0.5442
H -4.5298 0.2854 -1.0329
H -3.4909 1.4354 1.5912
H -3.8766 -0.2603 1.1261

=====

# 5
10
Properties=species:S:1:pos:R:3 method="wB97M-V/def2-TZVPD" e_above_lowest_ev=0.0000 energy_ev=-30719.5300 total_charge=-1 largest_force_ha_per_bohr=0.050 homo_lumo_gap_ev=6.5
C -0.2638 0.0810 -2.1192
C 0.4141 -0.3510 1.4403
N 1.2516 -1.1371 0.8773
O 1.4447 -0.9407 -0.4315
Cl -0.6316 -0.1421 -3.9159
Cl -0.0847 1.8707 -1.8273
H -1.1365 -0.2090 -1.5944
H 0.6898 -0.1773 -1.6466
H 0.0489 -0.3827 2.4083
H 0.0759 0.4769 0.8296

=====

# 6
53
Properties=species:S:1:pos:R:3 method="wB97M-V/def2-TZVPD" e_above_lowest_ev=0.0000 energy_ev=-56390.4099 largest_force_ha_per_bohr=0.032 homo_lumo_gap_ev="6.6 / 6.3" spin_multiplicity=2
Mo -0.6133 0.2978 -0.2726
C -2.9877 1.9662 0.9605
C -1.7038 2.3134 1.7285
N -0.5215 2.1765 0.8983
C -0.0573 3.3306 0.1542
C -0.8159 3.5365 -1.1541
S -1.0835 1.9359 -2.0492
C -2.9349 1.8611 -2.0989
C -3.5515 0.8518 -1.1298
N -2.8005 0.7723 0.1203
H -3.2648 2.8015 0.3139
H -3.8040 1.8282 1.6808
H -1.5998 1.6119 2.5638
H -1.7916 3.3315 2.1357
H 0.2426 1.8266 1.4947
H 0.9960 3.1470 -0.0791
H -0.1265 4.2535 0.7527
H -0.2308 4.1608 -1.8306
H -1.7894 4.0003 -0.9998
H -3.1701 1.5834 -3.1240
H -3.2938 2.8753 -1.9333
H -3.5512 -0.1388 -1.5865
H -4.5993 1.1416 -0.9522
H -3.0951 -0.0576 0.6374
O 1.2019 0.8904 2.4731
N 1.7239 -0.2817 2.4806
C 3.0029 -0.4187 2.8692
C 3.5933 -1.6471 3.0241
C 2.8599 -2.7903 2.7259
C 1.5626 -2.6396 2.2830
C 0.9923 -1.3794 2.1545
S -0.6693 -1.1713 1.7312
H 3.5122 0.5111 3.0680
H 4.6072 -1.7041 3.3858
H 3.2886 -3.7750 2.8308
H 0.9467 -3.4884 2.0349
O 3.6922 0.3294 -0.2661
C 2.5195 0.2956 -0.3638
N 1.3423 0.2760 -0.4556
F 3.7377 -3.8441 -2.0136
C 2.5261 -3.2352 -1.9391
C 1.6231 -3.6584 -0.9806
C 0.3932 -3.0397 -0.9049
C 0.0559 -1.9804 -1.7581
C -1.2364 -1.3100 -1.6638
C 0.9877 -1.6049 -2.7393
C 2.2184 -2.2192 -2.8279
H 1.8808 -4.4705 -0.3181
H -0.3257 -3.3640 -0.1619
H -1.9969 -1.9864 -1.2537
H -1.5656 -0.9782 -2.6552
H 0.7337 -0.7957 -3.4142
H 2.9401 -1.9295 -3.5740

=====

# 7
31
Properties=species:S:1:pos:R:3 method="wB97M-V/def2-TZVPD" e_above_lowest_ev=2.2718 energy_ev=-22320.6358 total_charge=+1 largest_force_ha_per_bohr=0.099 homo_lumo_gap_ev=8.7
C -2.2273 -0.4433 -0.7684
C -0.7799 -0.3705 -0.8247
C -3.0864 0.2386 0.0557
C -0.0857 0.7611 -0.7983
C -0.2473 -1.8446 1.5383
C 0.9088 -1.1921 1.3683
C 1.7849 0.6424 -2.3626
C 2.0718 1.7283 -0.2620
N 1.3637 0.6657 -0.9318
O -2.7850 1.2991 0.8615
O -0.5734 1.9802 -0.5880
O -0.6462 -2.9268 0.7495
O -1.3009 -1.2298 2.1751
O 1.0678 -0.0472 2.0595
O 2.0148 -1.5277 0.7079
H -2.6586 -1.4002 -1.0516
H -0.1936 -1.2177 -1.0004
H -4.0371 -0.1447 0.1498
H 2.8290 0.4523 -2.6566
H 1.3302 -0.2222 -2.9768
H 1.5349 1.5771 -2.7278
H 3.0905 1.4470 -0.1883
H 2.0571 2.6996 -0.7850
H 1.7175 1.9911 0.7568
H 1.6772 -0.2427 -0.6109
H -3.4539 1.5522 1.4022
H -1.2720 2.0407 0.0570
H -1.1793 -3.4701 1.3488
H -2.0753 -1.1952 1.5962
H 0.2732 -0.0844 2.5736
H 2.8807 -1.5163 1.1328

=====

# 8
106
Properties=species:S:1:pos:R:3 method="wB97M-V/def2-TZVPD" e_above_lowest_ev=0.0000 energy_ev=-86723.5954 total_charge=-2 largest_force_ha_per_bohr=0.014 homo_lumo_gap_ev=5.9
Cs 1.2589 1.4562 -0.6935
O 2.4642 6.8831 -1.6628
C 2.4507 5.6512 -1.6645
N 2.8350 4.7938 -0.7077
C 3.7436 5.1491 0.1965
O 4.5879 6.0505 0.1648
C 3.7820 4.2450 1.4361
C 4.3016 4.7870 2.6110
C 4.3304 4.0119 3.7521
C 3.8590 2.7091 3.6836
C 3.3801 2.2446 2.4689
N 3.3385 2.9923 1.3660
C 1.8441 4.9760 -2.8983
C 1.6921 5.7227 -4.0645
C 1.1905 5.1009 -5.1947
C 0.8487 3.7571 -5.1298
C 1.0141 3.1049 -3.9175
N 1.4937 3.6960 -2.8279
H 4.6674 5.8031 2.5855
H 4.7131 4.4156 4.6833
H 3.8540 2.0605 4.5509
H 2.9934 1.2356 2.3740
H 1.9737 6.7656 -4.0465
H 1.0707 5.6557 -6.1193
H 0.4582 3.2208 -5.9849
H 0.7550 2.0597 -3.8107
C -4.5624 -1.4250 4.5913
C -3.2839 -2.2368 4.4619
C -2.8878 -2.8409 5.8039
C -1.6949 -3.7615 5.6260
C -0.5888 -3.0634 4.8890
C 0.7106 -3.5072 4.9937
C 1.7212 -2.8764 4.2810
F 2.9827 -3.3623 4.4081
C 1.4757 -1.8071 3.4661
C 0.1671 -1.3302 3.3586
C -0.0824 -0.1838 2.4416
O 0.8354 0.2148 1.7354
C -1.4253 0.3473 2.4862
C -2.3567 -0.3399 3.1927
N -2.1562 -1.4561 3.9391
C -0.8645 -1.9543 4.0648
C -1.9318 1.6144 1.7662
O -3.1344 1.8840 1.9386
O -1.1186 2.1966 1.0141
H -5.3121 -2.0468 5.0818
H -4.9661 -1.1145 3.6310
H -4.4017 -0.5337 5.1983
H -3.4645 -3.0645 3.7589
H -3.7411 -3.3881 6.2111
H -2.6494 -2.0306 6.4993
H -2.0066 -4.6436 5.0543
H -1.3287 -4.1243 6.5893
H 0.9510 -4.3536 5.6256
H 2.2522 -1.3309 2.8843
H -3.3568 0.0646 3.1590
C 2.7675 -4.7486 -0.5779
C 2.3903 -3.7888 0.5491
C 0.9049 -3.5915 0.6807
C 0.1652 -4.3612 1.5658
C -1.1976 -4.1641 1.7193
C -1.8184 -3.1584 0.9954
C -1.1112 -2.3672 0.0971
C -1.8156 -1.2499 -0.6242
C -2.5750 -1.7141 -1.8644
C 0.2565 -2.6165 -0.0919
N 1.0171 -1.8390 -0.9740
C 0.9667 -2.1330 -2.2245
C 1.6232 -1.4505 -3.2960
C 1.4842 -1.8010 -4.6499
C 2.2312 -0.8623 -5.3612
C 2.7612 0.0026 -4.3873
N 2.4149 -0.3465 -3.1450
H 3.8487 -4.8917 -0.6253
H 2.4403 -4.3588 -1.5413
H 2.2984 -5.7246 -0.4304
H 2.8549 -2.8178 0.3612
H 2.7808 -4.1655 1.5007
H 0.6769 -5.1124 2.1590
H -1.7641 -4.7711 2.4171
H -2.8769 -2.9581 1.1347
H -1.0809 -0.4941 -0.9014
H -2.5106 -0.7642 0.0658
H -1.8946 -2.1235 -2.6133
H -3.1118 -0.8835 -2.3234
H -3.2965 -2.4942 -1.6057
H 0.3539 -2.9911 -2.5474
H 0.9074 -2.6293 -5.0392
H 2.3682 -0.7977 -6.4310
H 3.3905 0.8670 -4.5583
N -1.9761 3.8860 -0.9732
C -2.1945 3.1342 -2.0614
N -1.4900 2.1009 -2.4026
C -1.9657 1.5663 -3.5868
C -1.4108 0.4684 -4.2417
C -1.9661 0.0450 -5.4358
C -3.0681 0.6962 -5.9898
C -3.6275 1.7932 -5.3553
C -3.0694 2.2181 -4.1607
S -3.5151 3.5680 -3.1579
H -1.4975 3.4084 -0.1933
H -2.7182 4.5052 -0.6943
H -0.5493 -0.0404 -3.8265
H -1.5185 -0.7993 -5.9437
H -3.4877 0.3486 -6.9260
H -4.4771 2.3072 -5.7848